DFT (ωB97M-V with the def2-TZVPD basis set) results for the ion C5H16N3 with charge +1 in a non-equilibrium geometry.

```
! wB97M-V def2-TZVPD RIJCOSX def2/J DEFGRID3
* xyz 1 1
C 2.0737 -0.8662 0.6128
C 1.5270 -0.7833 -0.7959
N 1.0074 -2.1062 -1.2778
C 0.4761 0.3813 -0.8969
N -0.8269 -0.3210 -0.6236
C -1.6154 0.1897 0.5228
C -1.8326 1.6892 0.5738
N -1.3835 2.3768 1.7928
H 1.3037 -1.3235 1.2580
H 2.4202 0.1404 0.8357
H 2.9779 -1.4766 0.6616
H 2.3122 -0.5071 -1.5073
H 1.3186 -2.3134 -2.2326
H -0.0096 -2.2452 -1.2472
H 1.4291 -2.8842 -0.7418
H 0.6074 1.3412 -0.3792
H 0.5356 0.6475 -1.9488
H -1.4927 -0.1562 -1.3807
H -1.1047 -0.1957 1.4139
H -2.5718 -0.3301 0.5470
H -2.9088 1.9204 0.4124
H -1.4902 2.2972 -0.2793
H -0.6041 1.9452 2.2618
H -2.1487 2.5796 2.4186
*
```

- structure (SMILES) = C[C@@H]([NH3+])CNCCN
- ΔE to the lowest compared entry with this formula, charge and spin (kJ/mol) = 220.1
- lowest unoccupied orbital energy (Eh) = -0.124

DFT (ωB97M-V with the def2-TZVPD basis set) results for a cluster of 2 separate species, C5H16N3 in total in a non-equilibrium geometry.

```
! wB97M-V def2-TZVPD RIJCOSX def2/J DEFGRID3
* xyz 1 1
C -1.1462 -1.4082 -1.5702
C -1.9095 2.4592 0.4744
C 1.6844 -1.9188 1.1168
C -0.2198 -0.2215 -1.8210
C -0.8332 1.5130 0.1923
N 0.0817 1.1061 0.9779
N -0.7781 1.0446 -1.4505
N 2.0956 -0.5442 0.8055
H -2.0899 -1.2562 -2.0890
H -0.6976 -2.3228 -1.9477
H -1.3502 -1.5289 -0.5072
H -1.8506 3.3050 -0.2098
H -1.8567 2.8210 1.5001
H -2.8813 1.9908 0.3166
H 1.1730 -1.9253 2.0763
H 0.9992 -2.2709 0.3503
H 2.5280 -2.6081 1.1709
H 0.7390 -0.3490 -1.3222
H -0.0221 -0.1351 -2.8956
H 0.0812 1.4930 1.9164
H 0.9245 0.3773 0.7742
H -1.7099 1.2050 -1.8087
H 2.6164 -0.5309 -0.0682
H 2.7253 -0.2050 1.5295
*
```

- ΔE to the lowest compared entry with this formula, charge and spin (kJ/mol) = 171.5
- lowest unoccupied orbital energy (Eh) = -0.114

DFT (ωB97M-V with the def2-TZVPD basis set) results for a structure of composition C5H16N3NiS in a non-equilibrium geometry.

```
! wB97M-V def2-TZVPD RIJCOSX def2/J DEFGRID3
* xyz -1 3
C -1.0806 1.5223 -1.7895
Ni -0.0337 -0.1254 -2.4036
N 1.2306 -1.7879 -3.0745
H 0.0565 0.5334 -3.7291
H 2.2311 -1.5695 -3.1258
H -1.3648 -0.5204 -3.0768
H -1.5565 2.0793 -2.6260
H -0.3608 2.2042 -1.3032
H -1.8835 1.2992 -1.0527
H 1.1784 -2.6665 -2.5346
H 0.9688 -2.0584 -4.0285
S -0.5716 -1.6019 -0.8025
C -0.2369 -0.6387 0.6034
N -1.2472 -0.1221 1.2850
C -1.0770 0.3641 2.6859
C 0.2628 1.0398 2.7188
C 1.3842 0.1292 2.3231
N 1.0127 -0.5136 1.0322
H -2.2088 -0.3889 1.0294
H -1.1245 -0.4994 3.3495
H -1.8844 1.0458 2.9276
H 0.4467 1.4161 3.7148
H 0.2388 1.9048 2.0526
H 1.5580 -0.6640 3.0513
H 2.3071 0.6857 2.1897
H 1.7547 -1.0672 0.5834
*
```

- ΔE to the lowest compared entry with this formula, charge and spin (kJ/mol) = 113.4
- lowest unoccupied orbital energy (alpha / beta) (Eh) = 0.107 / 0.103
- ⟨S²⟩ = 2.039

DFT (ωB97M-V with the def2-TZVPD basis set) results for the molecule C5H16N4 in a non-equilibrium geometry.

```
! wB97M-V def2-TZVPD RIJCOSX def2/J DEFGRID3
* xyz 0 1
C -1.3880 -2.1778 -0.7360
N -0.1123 -1.9509 -0.0954
C 0.7018 -0.4297 -0.3173
C 0.8582 -0.2552 -1.8170
C -0.0565 0.5760 0.4866
C -1.3623 1.1232 -0.0680
N -0.1137 0.3606 1.8876
N 1.2273 1.7837 0.2199
N 2.1579 1.8004 1.3049
H -2.2301 -1.6488 -0.2622
H -1.6590 -3.2414 -0.6896
H -1.3626 -1.9221 -1.7993
H -0.2073 -2.1250 0.9047
H 1.6501 -0.7064 0.1426
H 1.6892 0.4200 -2.0379
H 1.0868 -1.2151 -2.2872
H -0.0475 0.1318 -2.2855
H -1.2608 1.4643 -1.0995
H -1.7096 1.9807 0.5184
H -2.1554 0.3716 -0.0401
H -0.2711 -0.6031 2.1538
H -0.7426 0.9914 2.3702
H 0.6865 2.6494 0.2526
H 1.7056 1.4779 2.1715
H 2.9153 1.1446 1.1223
*
```

- structure (SMILES) = CN[C@@H](C)[C@@](C)(N)NN
- ΔE to the lowest compared entry with this formula, charge and spin (kJ/mol) = 306.9
- lowest unoccupied orbital energy (Eh) = 0.033

DFT (ωB97M-V with the def2-TZVPD basis set) results for a cluster of 2 separate species, C5H16N4O2 in total in a non-equilibrium geometry.

```
! wB97M-V def2-TZVPD RIJCOSX def2/J DEFGRID3
* xyz 2 1
C 2.6794 -0.6059 -0.4236
C -2.3771 0.7906 1.3930
C 4.0783 0.9676 0.5157
C -1.0443 0.2355 0.7167
C -1.3793 -0.4564 -0.6117
N -2.1469 -1.5649 -0.6479
N -0.9492 0.0841 -1.7943
N -2.3754 -2.2852 0.4601
N -0.0543 1.1592 -1.8575
O 3.3265 -1.6152 0.0671
O 2.8786 0.5798 -0.1598
H -1.9448 1.2650 2.2668
H -3.1188 0.1210 1.7192
H -2.9700 1.4663 0.7891
H 4.7875 1.2574 -0.2686
H 4.3275 0.0683 1.1166
H 3.8883 1.8767 1.1585
H -0.6055 -0.5970 1.2903
H -0.3406 1.0341 0.6114
H -2.3059 -2.1200 -1.4575
H -1.4111 -0.3327 -2.6264
H -3.1077 -2.9665 0.4559
H -2.2735 -1.6828 1.2772
H 2.9760 -2.4477 -0.1839
H 0.5948 1.0885 -2.6342
H -0.4474 2.1360 -2.0894
H 1.7258 -0.6522 -1.0795
*
```

- ΔE to the lowest compared entry with this formula, charge and spin (kJ/mol) = 0.0
- lowest unoccupied orbital energy (Eh) = -0.277

DFT (ωB97M-V with the def2-TZVPD basis set) results for a structure of composition C5H16NO in a non-equilibrium geometry.

```
! wB97M-V def2-TZVPD RIJCOSX def2/J DEFGRID3
* xyz 0 2
C 1.1441 -0.9443 1.8316
C 0.9218 0.1082 0.7337
C 1.4146 -0.3917 -0.6504
C 0.4104 0.3259 -1.6785
C 0.5945 1.7793 -2.0686
N -1.7659 -1.3193 0.0271
H 0.2088 -1.5506 1.8657
H 1.1415 -0.5850 2.8879
H 2.0001 -1.6343 1.6527
H 1.3523 1.0171 0.9337
H 2.4521 -0.0471 -0.9748
H 1.3949 -1.4791 -0.8564
H 0.3454 -0.2897 -2.6346
H -0.6403 0.2089 -1.2888
H 0.8719 2.5553 -1.2629
H 1.4674 2.0312 -2.7149
H -0.2959 2.2572 -2.4561
H -1.6227 -2.2682 0.3431
H -0.1315 0.3217 0.5803
H -1.9853 -0.4890 0.8495
H -2.4708 -1.3816 -0.7034
H -2.7878 0.7918 1.9452
O -1.9814 0.5641 1.5797
*
```

- ΔE to the lowest compared entry with this formula, charge and spin (kJ/mol) = 212.0
- lowest unoccupied orbital energy (alpha / beta) (Eh) = 0.027 / -0.106
- ⟨S²⟩ = 0.762

DFT (ωB97M-V with the def2-TZVPD basis set) results for a cluster of 3 separate species, C5H16NO in total in a non-equilibrium geometry.

```
! wB97M-V def2-TZVPD RIJCOSX def2/J DEFGRID3
* xyz 1 1
C -0.4534 -2.3730 -0.8922
C -0.2125 -2.0311 0.6263
C -0.7060 -0.6874 0.8870
C 0.0008 0.3430 1.6715
C 0.7894 -0.2590 2.8608
N -0.4483 3.1563 -2.8862
H 0.2462 -1.8036 -1.5051
H -0.2760 -3.4281 -1.0827
H 0.8528 -2.1264 0.8239
H -0.7639 -2.7726 1.2100
H -1.7732 -0.6744 1.1359
H 0.3769 0.4814 -0.6847
H -0.7261 1.0696 2.0300
H 0.7583 0.8805 1.0795
H 0.1775 -0.8888 3.5064
H 1.5489 -0.9357 2.4646
H 1.3390 0.4775 3.4393
H -1.4345 -2.1232 -1.2995
H 0.4382 3.5189 -2.5918
H -0.2223 2.5171 -3.6315
H 0.2708 1.6685 -1.6220
H -1.1026 3.8050 -3.2776
O 0.8822 0.9901 -1.2991
*
```

- ΔE to the lowest compared entry with this formula, charge and spin (kJ/mol) = 371.7
- lowest unoccupied orbital energy (Eh) = -0.269

DFT (ωB97M-V with the def2-TZVPD basis set) results for a cluster of 2 separate species, C5H16NO in total in a non-equilibrium geometry.

```
! wB97M-V def2-TZVPD RIJCOSX def2/J DEFGRID3
* xyz 1 1
C 1.5762 -1.4781 -0.7597
C 0.8154 -0.4584 0.1123
C 0.6023 0.9735 -0.2922
C -0.5879 1.7468 0.3815
C -1.7246 1.0254 0.9134
N 1.2268 -0.4852 1.5853
H 1.2397 -1.5349 -1.8432
H 2.6392 -0.9698 -0.9597
H 1.5738 -2.5271 -0.3114
H -0.1138 -0.8736 0.1968
H 0.3242 0.8126 -1.5098
H 1.4834 1.6668 -0.2253
H -0.9746 2.4294 -0.5575
H -0.1490 2.5154 0.9962
H -1.5936 0.0893 1.7604
H -2.4876 0.6436 0.1186
H -2.4851 1.6795 1.4693
H 1.5285 0.5567 1.8676
H 0.4020 -0.8147 2.1105
H 1.9951 -1.0274 1.7549
H -1.4874 -2.0044 -2.4046
H -1.9842 -0.8068 -1.7585
O -1.8188 -1.1588 -2.6449
*
```

- ΔE to the lowest compared entry with this formula, charge and spin (kJ/mol) = 324.7
- lowest unoccupied orbital energy (Eh) = -0.137

DFT (ωB97M-V with the def2-TZVPD basis set) results for a cluster of 2 separate species, C5H16NO in total in a non-equilibrium geometry.

```
! wB97M-V def2-TZVPD RIJCOSX def2/J DEFGRID3
* xyz 1 1
C 0.9598 0.1860 0.4146
C -0.4748 -0.3482 0.5293
C -1.6502 0.5092 -0.0370
C -2.1397 0.2368 -1.5446
C -2.2547 -1.2150 -2.0027
N 1.2839 0.9475 1.7246
H 1.0621 1.0456 -0.2935
H 1.7696 -0.5168 0.2637
H -0.4703 -1.3021 -0.0263
H -0.7110 -0.4998 1.6071
H -2.4616 0.7567 0.6141
H -1.0244 1.3849 -0.2721
H -3.0351 0.8448 -1.4799
H -1.3439 0.6626 -2.1772
H -1.4849 -1.8463 -1.5685
H -2.2198 -1.1531 -3.1123
H -3.2512 -1.5272 -1.6606
H 1.2705 0.3717 2.5644
H 2.1631 1.4659 1.7886
H 0.5695 1.6863 1.8274
H 4.7291 -1.2963 1.1153
H 4.6146 0.1558 0.6440
O 4.0995 -0.5491 1.0815
*
```

- ΔE to the lowest compared entry with this formula, charge and spin (kJ/mol) = 170.1
- lowest unoccupied orbital energy (Eh) = -0.126

DFT (ωB97M-V with the def2-TZVPD basis set) results for a cluster of 3 separate species, C5H16NO2 in total in a non-equilibrium geometry.

```
! wB97M-V def2-TZVPD RIJCOSX def2/J DEFGRID3
* xyz 0 2
C 2.7714 0.4828 1.1202
C 2.5108 -0.3193 -0.1535
C 1.3944 -1.4624 0.0879
C 0.1104 -1.1559 -0.5776
C -0.6298 -1.8493 -1.3908
N -0.5101 0.0948 0.1878
H 3.3637 -0.2310 1.8384
H 3.3015 1.4486 0.7904
H 1.8609 0.6922 1.6237
H 2.2605 0.3257 -0.9490
H 3.3555 -0.7951 -0.6048
H 1.2932 -1.6110 1.1680
H 1.7227 -2.4787 -0.0844
H -1.6177 -1.7508 -1.6024
H -0.2493 -2.5038 -2.0883
H 0.1574 0.9120 -0.0895
H -1.5226 0.0457 -0.2546
H -0.7509 -0.1749 1.1681
H -3.5443 1.2920 -0.5795
H -3.9085 -0.4070 -0.7583
O -3.1688 0.3322 -0.5566
H -3.5000 2.9188 0.6625
H -2.0044 3.1850 0.8242
O -2.6962 3.0098 0.2180
*
```

- ΔE to the lowest compared entry with this formula, charge and spin (kJ/mol) = 349.1
- lowest unoccupied orbital energy (alpha / beta) (Eh) = 0.028 / 0.015
- ⟨S²⟩ = 0.751

DFT (ωB97M-V with the def2-TZVPD basis set) results for a cluster of 2 separate species, C5H16NO2 in total in a non-equilibrium geometry.

```
! wB97M-V def2-TZVPD RIJCOSX def2/J DEFGRID3
* xyz 1 1
C 0.8135 1.4116 -0.4576
O 1.9497 1.5249 0.3667
C -0.0812 0.2991 0.1504
C -1.4949 0.3351 -0.4211
C -2.3927 -0.8177 0.0937
C -1.8859 -2.1876 -0.3327
N 0.0612 0.5222 1.6608
H 0.2553 2.3499 -0.4119
H 1.1471 1.1813 -1.4757
H 2.7955 1.1221 -0.0194
H 0.4320 -0.6479 -0.0025
H -1.1803 0.1651 -1.4571
H -1.9590 1.3202 -0.3412
H -3.4052 -0.6778 -0.2942
H -2.4443 -0.7504 1.1846
H -0.9983 -2.5314 0.1956
H -1.7014 -2.0955 -1.4163
H -2.6515 -2.9569 -0.2659
H 1.0768 0.7738 1.6854
H -0.5452 1.2691 1.9965
H -0.1690 -0.3312 2.1642
H 3.9984 -0.4497 -1.2166
H 4.5715 0.7222 -0.4266
O 3.8080 0.4492 -0.9591
*
```

- ΔE to the lowest compared entry with this formula, charge and spin (kJ/mol) = 55.6
- lowest unoccupied orbital energy (Eh) = -0.111

DFT (ωB97M-V with the def2-TZVPD basis set) results for a cluster of 3 separate species, C5H16NO2 in total in a non-equilibrium geometry.

```
! wB97M-V def2-TZVPD RIJCOSX def2/J DEFGRID3
* xyz 1 1
C 0.2810 1.8280 -0.9998
C 0.1790 0.8649 0.2001
C 0.7476 -0.5989 -0.3326
C 2.2274 -0.5582 -0.4814
C 3.1518 -0.9003 0.5017
N -1.2167 0.6221 0.4711
H 0.2329 1.2526 -1.8310
H -0.4453 2.7670 -1.1612
H 1.3052 2.2199 -1.0664
H 0.7100 1.3300 1.0131
H 0.3353 -0.8133 -1.3496
H 0.5052 -1.3853 0.2746
H 2.8636 -0.1935 -1.3160
H 4.2124 -0.7790 0.1893
H 2.9591 -1.6604 1.1923
H -1.3596 -0.2710 1.0811
H -1.7622 0.5305 -0.5105
H -1.6975 1.3833 0.9337
H -2.9547 -0.8089 -2.1831
H -1.5879 -0.5443 -2.2559
O -2.4087 -0.0879 -1.9492
H -1.4678 -1.8703 3.3134
H -2.8415 -1.1206 3.2960
O -1.9686 -1.2064 2.9706
*
```

- ΔE to the lowest compared entry with this formula, charge and spin (kJ/mol) = 253.4
- lowest unoccupied orbital energy (Eh) = -0.108